(1)
{"formula": "C32H35LiO", "method": "the ωB97M-V functional and the def2-TZVPD basis", "homo_lumo_gap_ev": 3.8955, "largest_force_ev_per_a": 2.736, "total_energy_ev": -36003.247, "species": ["C", "C", "C", "C", "C", "C", "C", "C", "C", "C", "C", "C", "C", "C", "C", "C", "C", "C", "C", "C", "C", "C", "C", "O", "H", "H", "H", "H", "H", "H", "H", "H", "H", "H", "H", "H", "H", "H", "H", "H", "H", "H", "H", "H", "H", "H", "H", "H", "H", "H", "H", "H", "C", "Li", "C", "C", "C", "C", "C", "C", "C", "C", "H", "H", "H", "H", "H", "H", "H"], "positions_angstrom": [[0.0219, -1.3326, -4.7084], [-0.1376, -0.1008, -3.8045], [1.0419, 0.8472, -4.0735], [-1.4563, 0.5949, -4.2308], [-0.1604, -0.5666, -2.3190], [0.7839, -0.1641, -1.3938], [0.6898, -0.4999, -0.0085], [1.5991, 0.0630, 0.9324], [1.6731, -0.3386, 2.2684], [2.6811, 0.0306, 3.1562], [2.7863, -0.4555, 4.4996], [3.8216, 0.0199, 5.3518], [3.9198, -0.4049, 6.6719], [2.9947, -1.3254, 7.1912], [1.9707, -1.8203, 6.3691], [1.8663, -1.4002, 5.0423], [-0.3355, -1.4077, 0.3859], [-1.2437, -1.9427, -0.4916], [-2.3152, -2.9633, -0.0446], [-3.7244, -2.3840, -0.2248], [-2.1655, -3.3628, 1.4254], [-2.1808, -4.2277, -0.8967], [-1.2606, -1.4442, -1.8654], [-2.2044, -1.7325, -2.6425], [-0.8331, -2.0063, -4.5739], [0.0658, -1.0320, -5.7637], [0.9389, -1.8801, -4.4629], [0.9817, 1.7764, -3.4822], [1.9930, 0.3480, -3.8578], [1.0440, 1.1354, -5.1353], [-1.7062, 1.5684, -3.7434], [-1.3724, 0.8311, -5.3023], [-2.2882, -0.1039, -4.0675], [1.6594, 0.4125, -1.7115], [2.3254, 0.7915, 0.5612], [0.8711, -0.9649, 2.6621], [3.4482, 0.7275, 2.8113], [4.5446, 0.7287, 4.9379], [4.7272, -0.0294, 7.3055], [3.0695, -1.6593, 8.2278], [1.2546, -2.5465, 6.7571], [1.0761, -1.8114, 4.4110], [-0.3649, -1.7202, 1.4271], [-3.8825, -2.1366, -1.2793], [-4.4766, -3.1164, 0.0935], [-3.8389, -1.4742, 0.3737], [-1.1824, -3.8104, 1.6147], [-2.3111, -2.5041, 2.0930], [-2.9255, -4.1137, 1.6803], [-1.1777, -4.6482, -0.7762], [-2.9181, -4.9739, -0.5846], [-2.3428, -3.9803, -1.9503], [1.4097, 5.0124, -0.7727], [-1.0505, 1.3340, -2.0929], [1.9917, 4.2063, 0.2400], [1.0715, 3.1794, 0.5903], [-0.0903, 3.3180, -0.2213], [0.1367, 4.4417, -1.1126], [-0.8070, 4.7278, -2.1010], [-1.9825, 3.9772, -2.1816], [-2.2662, 2.9552, -1.2431], [-1.3119, 2.6191, -0.2594], [1.7923, 5.9158, -1.2504], [2.9693, 4.3517, 0.6842], [1.1575, 2.4264, 1.3576], [-0.6051, 5.5519, -2.7906], [-2.7474, 4.2268, -2.9265], [-3.2150, 2.3967, -1.2929], [-1.4976, 1.8702, 0.5175]], "forces_ev_per_a": [[-0.2, -0.3, 0.0], [0.3, -0.1, 0.1], [-0.1, 0.1, 0.0], [-0.3, 0.0, -0.1], [0.8, 0.3, 0.3], [-0.3, 0.1, -0.9], [1.4, 0.9, 1.4], [-0.7, -0.8, -2.5], [0.9, 0.4, 2.5], [-1.4, -0.2, -2.1], [0.0, -0.6, 1.8], [-0.5, -0.2, -0.5], [-0.2, -0.3, 0.2], [0.0, 0.2, -0.4], [0.2, 0.2, -0.2], [0.5, 0.3, 0.1], [-0.8, -0.9, -0.4], [0.2, 0.2, 1.3], [0.0, 0.1, 0.0], [0.0, 0.2, -0.3], [0.1, 0.0, 0.1], [0.1, 0.1, -0.3], [-1.3, -0.3, -1.1], [1.3, 0.3, 0.8], [0.2, 0.1, -0.1], [0.0, 0.0, 0.2], [-0.1, 0.1, 0.0], [0.1, -0.2, -0.1], [-0.1, 0.2, 0.0], [0.0, -0.1, 0.3], [0.2, -0.4, -0.4], [-0.1, 0.0, 0.4], [0.2, 0.4, -0.2], [-0.5, 0.0, 0.2], [-0.2, -0.3, 0.0], [0.4, 0.1, -0.2], [-0.1, -0.2, 0.0], [-0.2, -0.2, 0.2], [-0.3, -0.1, -0.2], [0.0, 0.1, -0.3], [0.2, 0.2, -0.1], [0.3, 0.1, 0.3], [-0.1, 0.1, -0.3], [-0.1, -0.1, 0.3], [0.1, 0.1, 0.0], [-0.1, -0.1, 0.0], [-0.1, 0.1, 0.1], [0.1, -0.1, -0.1], [0.2, 0.2, -0.1], [-0.1, -0.1, -0.1], [0.1, 0.1, 0.0], [0.0, -0.2, 0.2], [-0.4, -0.5, -0.2], [0.1, 0.7, 0.4], [-1.3, 0.0, -0.5], [-0.1, 0.3, -0.3], [0.7, -0.1, 0.3], [0.9, 0.2, 0.4], [-0.3, 0.0, -0.1], [-0.1, 0.3, -0.3], [0.2, -0.6, 0.5], [-0.3, 0.2, -0.2], [0.2, -0.4, 0.2], [-0.1, 0.1, 0.0], [0.1, 0.2, 0.2], [-0.2, -0.3, 0.1], [0.4, -0.1, 0.2], [0.3, 0.4, 0.1], [-0.2, 0.1, -0.3]], "nbo_charge": [-0.607, -0.070, -0.619, -0.658, -0.235, -0.132, -0.173, -0.019, -0.272, -0.084, -0.022, -0.190, -0.215, -0.186, -0.201, -0.196, -0.098, -0.105, -0.077, -0.611, -0.608, -0.608, 0.528, -0.640, 0.239, 0.210, 0.211, 0.214, 0.215, 0.226, 0.179, 0.235, 0.267, 0.239, 0.239, 0.199, 0.214, 0.217, 0.223, 0.221, 0.220, 0.210, 0.205, 0.244, 0.206, 0.203, 0.205, 0.205, 0.220, 0.203, 0.208, 0.234, -0.349, 0.896, -0.229, -0.396, -0.034, -0.118, -0.181, -0.321, -0.381, -0.347, 0.205, 0.201, 0.185, 0.209, 0.212, 0.218, 0.217]}

***

(2)
{"formula": "C32H35MoN6O2S2", "method": "the ωB97M-V functional and the def2-TZVPD basis", "homo_lumo_gap_ev": [6.5188, 6.4705], "largest_force_ev_per_a": 2.020, "total_energy_ev": -70299.202, "total_charge": 1, "species": ["Mo", "C", "C", "C", "N", "C", "C", "C", "C", "C", "C", "C", "N", "C", "C", "C", "N", "C", "C", "C", "C", "C", "C", "C", "N", "C", "C", "H", "H", "H", "H", "H", "H", "H", "H", "H", "H", "H", "H", "H", "H", "H", "H", "H", "H", "H", "H", "H", "H", "H", "H", "H", "H", "O", "C", "C", "C", "C", "C", "C", "C", "O", "N", "N", "C", "S", "C", "C", "S", "H", "H", "H", "H", "H", "H", "H", "H", "H"], "positions_angstrom": [[-0.7236, -0.4380, 0.8219], [-3.2996, -2.9535, 0.2512], [-2.9346, -1.7776, -0.6420], [-2.6946, -0.6344, 0.3155], [-2.3812, 0.6589, -0.1633], [-1.6045, 0.8644, -1.3943], [-2.3626, 0.6291, -2.6589], [-3.3982, 1.3902, -3.0260], [-3.8565, 2.5968, -2.3711], [-3.0907, 3.4664, -1.6802], [-1.6686, 3.3583, -1.4355], [-0.9746, 2.2187, -1.3755], [0.6976, 0.7018, -1.8987], [2.3766, 1.7601, 0.4678], [2.6096, 0.3562, 1.0125], [2.3070, -0.8183, 0.0806], [1.8241, -1.8702, 0.9315], [1.7486, -3.1286, 0.7279], [2.4302, -3.8028, -0.3624], [2.5649, -5.1206, -0.6050], [2.0301, -6.2411, 0.1128], [1.1134, -6.2252, 1.1001], [0.4695, -5.0991, 1.7131], [0.7263, -3.7812, 1.5905], [-0.0576, -2.8495, 2.3003], [-1.3472, -2.3754, 1.8798], [-2.0483, -3.4058, 0.9888], [-3.7253, -3.7816, -0.3139], [-4.0675, -2.6464, 0.9675], [-3.6906, -1.5353, -1.3902], [-2.0184, -2.0272, -1.1923], [-2.2837, 1.4102, 0.5086], [-3.4275, -0.6222, 1.1207], [-2.0213, -0.1978, -3.2694], [-3.9452, 1.0962, -3.9150], [-4.8832, 2.8845, -2.5644], [-3.5544, 4.3947, -1.3670], [-1.1251, 4.2856, -1.3004], [2.7403, 2.4981, 1.1889], [2.9307, 1.9306, -0.4549], [2.0109, 0.2223, 1.9110], [3.6438, 0.2732, 1.3560], [3.1422, -0.9018, -0.6267], [1.4267, -0.6630, -0.5493], [2.9054, -3.1255, -1.0628], [3.1620, -5.3807, -1.4720], [2.3774, -7.2123, -0.2175], [0.7988, -7.1875, 1.4858], [-0.3186, -5.3478, 2.4130], [0.4948, -2.1619, 2.7891], [-1.9598, -2.0491, 2.7156], [-2.3097, -4.2632, 1.6184], [-1.3309, -3.7833, 0.2583], [1.0792, 4.6997, -0.4270], [1.6058, 4.2912, -1.6274], [2.3711, 5.1734, -2.3812], [2.8794, 4.7932, -3.6103], [2.6210, 3.5217, -4.0966], [1.8636, 2.6426, -3.3407], [1.3511, 2.9979, -2.0945], [0.5235, 1.9826, -1.3191], [-0.4883, -0.0520, -1.2916], [0.9701, 2.0653, 0.1622], [0.0132, 1.6550, 1.0129], [0.0920, 1.5834, 2.2965], [1.2608, 2.2120, 3.4272], [0.3016, 1.7337, 4.8898], [-0.3854, 0.4130, 4.5972], [-1.2538, 0.6210, 3.0028], [1.3292, 5.6196, -0.2850], [2.5575, 6.1711, -1.9976], [3.4691, 5.4944, -4.1856], [3.0036, 3.2142, -5.0600], [1.6498, 1.6484, -3.7058], [-0.4196, 2.5151, 5.1247], [1.0039, 1.6390, 5.7166], [-1.1468, 0.1893, 5.3433], [0.3210, -0.4131, 4.5307]], "forces_ev_per_a": [[-0.5, -1.8, -0.8], [0.1, 0.1, 0.1], [0.0, 0.0, 0.1], [-0.5, 0.1, 0.6], [1.2, -0.2, 0.4], [-0.2, -0.1, -0.2], [0.0, 0.0, 0.0], [0.0, 0.0, 0.0], [0.0, 0.0, 0.0], [0.0, 0.0, 0.0], [0.0, 0.0, 0.0], [0.0, 0.0, 0.1], [-0.1, -0.1, -0.1], [-0.1, 0.1, 0.1], [0.0, 0.2, -0.2], [0.0, 0.3, 0.2], [-0.4, 0.3, 0.2], [-0.1, 0.0, -0.2], [0.1, 0.0, 0.1], [0.0, 0.0, 0.0], [0.1, 0.0, 0.0], [-0.1, 0.0, 0.0], [0.1, -0.1, 0.1], [0.1, 0.3, -0.2], [-0.3, -0.7, 1.1], [0.4, 1.0, -1.2], [-0.2, -0.2, 0.4], [0.1, 0.0, -0.1], [-0.1, 0.0, -0.1], [-0.1, 0.1, 0.1], [-0.1, 0.0, -0.1], [-0.7, 0.3, -0.2], [-0.2, 0.2, -0.1], [0.0, 0.0, 0.0], [0.0, 0.0, 0.0], [0.0, 0.0, 0.0], [0.0, 0.0, 0.0], [0.0, 0.0, 0.0], [0.1, 0.0, 0.0], [-0.1, 0.0, 0.0], [0.1, -0.1, 0.0], [0.0, 0.1, 0.0], [0.0, -0.7, 0.2], [0.5, 0.7, -0.3], [0.0, 0.0, 0.0], [0.0, 0.0, 0.0], [0.0, 0.0, 0.0], [0.0, 0.0, 0.0], [0.0, 0.0, 0.0], [0.1, 0.0, -0.2], [-0.1, -0.4, 0.2], [0.1, 0.0, 0.0], [0.0, 0.0, -0.1], [0.0, 0.0, 0.0], [0.0, 0.0, 0.0], [0.0, 0.0, 0.0], [0.0, 0.0, 0.0], [0.0, 0.0, 0.0], [0.0, 0.0, 0.0], [0.0, 0.0, 0.0], [0.1, 0.1, 0.0], [0.2, 0.3, 0.2], [-0.2, 0.0, 0.0], [0.6, -0.3, 0.2], [-0.3, 0.3, 0.1], [0.0, 0.1, -0.1], [0.0, 0.0, 0.0], [0.0, -0.1, 0.0], [0.1, 0.3, 0.3], [0.0, 0.0, 0.0], [0.0, 0.0, 0.0], [0.0, 0.0, 0.0], [0.0, 0.0, 0.0], [0.0, 0.0, 0.0], [0.0, 0.0, 0.0], [0.0, 0.0, 0.0], [0.0, 0.0, 0.0], [0.0, 0.0, 0.0]], "lowdin_charge": [1.378, -0.193, -0.174, -0.357, 0.033, -0.446, 0.018, -0.060, -0.074, -0.065, 0.008, -0.069, 0.080, -0.145, -0.181, -0.232, 0.028, -0.216, 0.012, -0.055, -0.073, -0.059, -0.010, -0.202, -0.027, -0.310, -0.197, 0.122, 0.117, 0.127, 0.117, 0.118, 0.118, 0.131, 0.115, 0.106, 0.108, 0.116, 0.095, 0.135, 0.040, 0.128, 0.129, 0.065, 0.109, 0.112, 0.108, 0.110, 0.120, 0.093, 0.078, 0.121, 0.114, 0.041, -0.264, -0.020, -0.075, -0.074, -0.016, -0.098, -0.383, -0.264, -0.040, -0.146, -0.846, 1.015, -0.483, -0.449, 0.936, 0.112, 0.117, 0.109, 0.105, 0.108, 0.087, 0.092, 0.093, 0.085]}

***

(3)
{"formula": "C32H35N2O21S2", "method": "the ωB97M-V functional and the def2-TZVPD basis", "homo_lumo_gap_ev": 5.3101, "largest_force_ev_per_a": 0.688, "total_energy_ev": -101399.845, "total_charge": -1, "species": ["C", "C", "C", "C", "N", "S", "O", "O", "N", "S", "O", "O", "C", "C", "C", "C", "O", "H", "H", "H", "H", "H", "H", "H", "H", "H", "H", "H", "H", "H", "H", "H", "H", "H", "H", "H", "C", "C", "C", "O", "C", "C", "C", "O", "O", "O", "H", "H", "H", "H", "C", "C", "C", "O", "C", "C", "C", "O", "O", "O", "H", "H", "H", "H", "C", "C", "C", "O", "C", "C", "C", "O", "O", "O", "H", "H", "H", "H", "C", "C", "C", "O", "C", "C", "C", "O", "O", "O", "H", "H", "H", "H"], "positions_angstrom": [[-2.9007, 4.4388, -9.2152], [-2.8278, 2.9304, -8.9661], [-3.4847, 2.5633, -7.6351], [-3.9682, 1.1228, -7.5798], [-4.8936, 0.7992, -6.4926], [-4.2449, 0.5961, -4.9621], [-4.4189, -0.7888, -4.6167], [-2.8645, 1.0410, -5.0314], [-5.1893, 1.4707, -4.0146], [-4.8033, 3.0117, -3.8357], [-5.7494, 3.6017, -2.9175], [-4.6442, 3.7246, -5.0879], [-3.2224, 3.0462, -2.9817], [-2.2567, 4.1053, -3.5240], [-0.7988, 3.6045, -3.5989], [-0.0041, 3.8467, -2.3257], [-0.5928, 3.2216, -1.1797], [-2.3749, 4.9673, -8.4181], [-2.4834, 4.7217, -10.1803], [-3.9384, 4.7707, -9.1528], [-3.3114, 2.3999, -9.7908], [-1.7733, 2.6444, -8.9693], [-4.3444, 3.2204, -7.4819], [-2.7942, 2.7635, -6.8171], [-3.1435, 0.4130, -7.5535], [-4.5256, 0.9224, -8.5007], [-5.6516, 1.4666, -6.4243], [-2.7690, 2.0612, -3.0237], [-3.4729, 3.2586, -1.9437], [-2.5568, 4.4386, -4.5121], [-2.2687, 4.9698, -2.8552], [-0.7940, 2.5334, -3.8123], [-0.2888, 4.1560, -4.3900], [0.0653, 4.9152, -2.1301], [0.9920, 3.4177, -2.4654], [-0.9918, 2.4068, -1.4976], [-0.4806, 5.6361, 3.1536], [-1.4486, 6.1831, 3.8955], [-2.9018, 6.0802, 3.5182], [-3.7028, 6.6037, 4.2785], [-3.2508, 5.3875, 2.3036], [-2.2901, 4.8306, 1.5394], [-0.8258, 4.9137, 1.9363], [0.0025, 4.3830, 1.2270], [-2.5834, 4.1979, 0.4235], [-1.2283, 6.8569, 5.0201], [0.5647, 5.7029, 3.4197], [-4.2964, 5.3347, 2.0352], [-1.7769, 3.8479, -0.0327], [-2.1137, 7.1265, 5.3353], [-1.1007, -1.0608, 2.0116], [-0.5998, -2.2041, 1.5264], [0.5052, -2.2253, 0.5003], [0.9126, -3.3197, 0.1498], [1.0172, -0.9652, 0.0096], [0.5164, 0.1862, 0.4892], [-0.5745, 0.2063, 1.5358], [-0.9593, 1.2918, 1.9253], [0.9211, 1.3767, 0.0959], [-1.0183, -3.4052, 1.9050], [-1.8923, -1.0368, 2.7470], [1.7986, -0.9921, -0.7362], [0.3969, 2.0496, 0.5811], [-0.4889, -4.0543, 1.3968], [1.9570, -6.4020, 5.9667], [1.3554, -6.7316, 4.8152], [1.1189, -5.7196, 3.7237], [0.5890, -6.1092, 2.6997], [1.5343, -4.3511, 3.9479], [2.1342, -4.0163, 5.0975], [2.3865, -5.0350, 6.1777], [2.9614, -4.6587, 7.1857], [2.5529, -2.7927, 5.3811], [0.9268, -7.9519, 4.5335], [2.1359, -7.1182, 6.7558], [1.3501, -3.6384, 3.1577], [2.9630, -2.8381, 6.2658], [0.5394, -7.9030, 3.6376], [8.1612, -5.1578, 5.4097], [8.8899, -6.1323, 4.8505], [8.3171, -7.4960, 4.5614], [9.0554, -8.3093, 4.0361], [6.9387, -7.7593, 4.9252], [6.2087, -6.7874, 5.4907], [6.7745, -5.4142, 5.7561], [6.0300, -4.5883, 6.2471], [4.9429, -6.9481, 5.8526], [10.1609, -5.9902, 4.5010], [8.5614, -4.1754, 5.6156], [6.5414, -8.7446, 4.7267], [4.6691, -6.0990, 6.2572], [10.4315, -6.8468, 4.1173]], "forces_ev_per_a": [[-0.1, -0.2, 0.3], [0.1, 0.3, 0.0], [0.1, 0.1, -0.2], [-0.3, -0.1, -0.2], [0.2, 0.3, 0.0], [-0.4, -0.5, 0.1], [0.0, 0.0, 0.0], [0.2, 0.1, 0.0], [0.5, 0.0, -0.2], [-0.6, 0.1, 0.3], [-0.1, -0.1, 0.1], [0.1, -0.1, -0.2], [0.4, 0.4, 0.3], [0.5, -0.2, 0.3], [-0.4, 0.4, 0.4], [0.0, -0.3, -0.4], [-0.5, 0.1, -0.2], [0.1, 0.1, -0.1], [0.0, 0.1, 0.0], [0.0, 0.0, -0.2], [0.0, 0.0, 0.0], [0.0, -0.2, 0.0], [0.0, 0.0, 0.1], [-0.1, 0.0, 0.1], [0.1, 0.0, 0.1], [0.0, -0.1, -0.1], [0.0, 0.0, 0.0], [-0.2, -0.1, -0.2], [-0.2, 0.0, 0.0], [-0.2, -0.1, 0.0], [-0.1, 0.2, -0.1], [0.1, 0.0, -0.3], [0.2, -0.2, -0.2], [0.1, 0.0, 0.2], [0.2, 0.2, 0.1], [-0.1, -0.2, -0.1], [0.0, 0.0, -0.1], [0.2, 0.0, 0.0], [-0.2, -0.2, -0.3], [0.1, 0.1, 0.1], [-0.1, 0.1, 0.2], [-0.2, -0.1, -0.1], [0.0, 0.1, 0.1], [0.0, 0.0, 0.1], [0.2, 0.0, 0.1], [0.0, 0.0, 0.0], [0.0, 0.0, 0.0], [0.0, 0.0, -0.1], [0.2, 0.2, -0.1], [-0.1, 0.0, 0.0], [0.0, 0.1, 0.1], [-0.2, 0.0, 0.1], [0.2, 0.2, -0.2], [-0.1, -0.1, 0.1], [0.0, -0.1, 0.0], [0.1, 0.0, -0.1], [-0.2, -0.2, 0.2], [0.1, 0.1, -0.1], [0.1, -0.2, 0.2], [0.1, 0.0, -0.1], [0.0, 0.0, 0.0], [0.0, 0.0, 0.0], [0.0, 0.2, -0.2], [0.0, -0.1, 0.0], [-0.1, 0.0, 0.1], [0.0, -0.1, 0.1], [0.1, 0.4, -0.1], [-0.1, -0.2, 0.0], [0.0, 0.1, -0.2], [-0.1, 0.0, -0.1], [-0.1, -0.3, 0.1], [0.1, 0.1, 0.0], [0.0, 0.0, 0.0], [0.0, 0.0, 0.0], [0.0, 0.0, 0.0], [0.0, 0.0, 0.0], [0.0, 0.0, 0.0], [0.0, 0.0, 0.0], [-0.1, 0.1, 0.1], [0.1, 0.2, 0.0], [-0.3, -0.2, 0.0], [0.1, 0.0, 0.0], [0.1, -0.1, -0.1], [-0.1, -0.3, -0.1], [0.3, 0.2, -0.1], [-0.1, -0.1, 0.0], [0.2, 0.2, 0.1], [0.0, 0.0, 0.0], [0.0, 0.0, 0.0], [0.0, 0.0, 0.0], [0.0, 0.0, 0.1], [0.0, -0.1, 0.0]], "lowdin_charge": [-0.124, -0.269, -0.230, -0.256, -0.139, 0.471, -0.337, -0.351, -0.335, 0.509, -0.349, -0.354, -0.249, -0.196, -0.177, -0.220, -0.113, 0.071, 0.059, 0.069, 0.097, 0.103, 0.099, 0.098, 0.117, 0.108, 0.088, 0.068, 0.083, 0.093, 0.115, 0.113, 0.114, 0.123, 0.117, 0.098, 0.070, -0.245, -0.325, 0.083, 0.070, -0.221, -0.298, 0.110, 0.117, 0.100, 0.131, 0.136, 0.083, 0.112, 0.078, -0.245, -0.323, 0.096, 0.073, -0.229, -0.302, 0.117, 0.111, 0.097, 0.135, 0.134, 0.092, 0.104, 0.058, -0.227, -0.298, 0.115, 0.087, -0.225, -0.327, 0.098, 0.128, 0.123, 0.139, 0.124, 0.123, 0.122, 0.076, -0.239, -0.315, 0.103, 0.075, -0.224, -0.306, 0.115, 0.109, 0.114, 0.135, 0.135, 0.088, 0.118]}